Entry 1:
{
  "formula": "C17H17F6N6O7Y",
  "method": "ωB97M-V/def2-TZVPD",
  "lumo_energy_ev": -0.4,
  "total_charge": 0,
  "e_above_lowest_kcal_mol": 0.0,
  "gap_ev": 8.033,
  "total_energy_ha": -2150.88544,
  "symbols": ["Y", "O", "C", "O", "C", "C", "C", "C", "C", "C", "C", "C", "C", "N", "H", "H", "H", "H", "H", "H", "N", "N", "C", "N", "N", "N", "O", "O", "H", "H", "H", "H", "H", "C", "O", "C", "O", "H", "H", "H", "C", "C", "O", "C", "F", "F", "F", "C", "F", "F", "F", "H", "H", "H"],
  "xyz": [[0.949, -0.004, -0.447], [3.505, -3.044, 1.029], [2.585, -2.317, 0.719], [2.560, -1.415, -0.198], [1.253, -2.484, 1.466], [1.166, -3.479, 2.463], [-0.032, -3.699, 3.063], [-1.168, -2.960, 2.657], [-2.457, -3.186, 3.200], [-3.529, -2.478, 2.746], [-3.359, -1.513, 1.726], [-2.127, -1.265, 1.195], [-1.000, -1.982, 1.661], [0.231, -1.736, 1.104], [2.063, -4.032, 2.699], [-0.141, -4.451, 3.835], [-2.572, -3.936, 3.972], [-4.514, -2.655, 3.157], [-4.218, -0.966, 1.359], [-1.994, -0.521, 0.421], [0.392, 1.413, -2.993], [1.417, 2.289, -3.355], [2.472, 2.429, -2.544], [3.399, 3.341, -2.835], [2.487, 1.581, -1.514], [3.369, 1.782, -0.485], [3.030, 1.153, 0.514], [4.360, 2.476, -0.559], [0.438, 0.516, -3.498], [-0.505, 1.871, -3.069], [1.395, 2.781, -4.234], [3.204, 4.055, -3.514], [4.182, 3.437, -2.206], [-0.283, -3.691, -2.716], [-0.063, -2.661, -1.748], [0.269, -1.419, -2.235], [0.304, -1.286, -3.457], [-0.533, -4.585, -2.150], [0.616, -3.863, -3.307], [-1.097, -3.429, -3.391], [-2.572, 2.517, 0.856], [-1.062, 2.479, 0.599], [-0.681, 1.379, -0.109], [-0.332, 2.506, 1.965], [-0.557, 1.356, 2.624], [1.006, 2.607, 1.815], [-0.725, 3.508, 2.763], [-0.666, 3.722, -0.227], [-0.918, 4.878, 0.407], [0.636, 3.731, -0.573], [-1.362, 3.741, -1.384], [-2.834, 1.655, 1.467], [-3.084, 2.432, -0.100], [-2.899, 3.423, 1.364]]
}

Entry 2:
{
  "formula": "C17H17GaN4O3S",
  "method": "ωB97M-V/def2-TZVPD",
  "lumo_energy_ev": -7.7,
  "total_charge": 2,
  "e_above_lowest_kcal_mol": 5.1,
  "gap_ev": 7.044,
  "total_energy_ha": -3425.18806,
  "symbols": ["Ga", "C", "C", "N", "N", "C", "S", "N", "N", "H", "H", "H", "H", "H", "H", "O", "C", "C", "O", "O", "C", "C", "C", "C", "C", "C", "C", "C", "C", "C", "C", "C", "H", "H", "H", "H", "H", "H", "H", "H", "H", "H", "H"],
  "xyz": [[-0.702, 0.432, -0.109], [3.998, 1.208, -2.194], [2.741, 1.977, -2.171], [2.516, 3.126, -2.714], [1.231, 3.444, -2.439], [0.634, 2.506, -1.723], [-0.970, 2.487, -1.151], [1.566, 1.556, -1.532], [1.299, 0.396, -0.812], [4.728, 1.762, -2.779], [3.860, 0.229, -2.656], [4.401, 1.067, -1.189], [0.839, 4.313, -2.781], [1.400, -0.430, -1.403], [1.943, 0.302, -0.027], [-0.019, -0.218, 1.657], [-0.794, -1.459, 2.040], [-1.202, -2.114, 0.708], [-1.496, -3.252, 0.592], [-1.203, -1.260, -0.351], [0.166, -2.371, 2.772], [-0.180, -2.973, 3.974], [0.708, -3.848, 4.582], [1.945, -4.102, 4.013], [2.295, -3.498, 2.812], [1.408, -2.638, 2.192], [-2.014, -0.988, 2.802], [-3.309, -1.319, 2.410], [-4.396, -0.803, 3.102], [-4.204, 0.052, 4.176], [-2.914, 0.388, 4.569], [-1.826, -0.135, 3.895], [0.275, 0.188, 2.489], [-1.148, -2.794, 4.423], [0.426, -4.342, 5.501], [2.637, -4.777, 4.497], [3.254, -3.705, 2.358], [1.670, -2.180, 1.243], [-3.477, -2.000, 1.585], [-5.398, -1.077, 2.802], [-5.052, 0.440, 4.721], [-2.757, 1.045, 5.414], [-0.827, 0.099, 4.251]]
}

Entry 3:
{
  "formula": "C17H17IN3O3P",
  "method": "ωB97M-V/def2-TZVPD",
  "lumo_energy_ev": -8.5,
  "total_charge": 2,
  "gap_ev": 5.175,
  "total_energy_ha": -1685.85458,
  "symbols": ["C", "N", "C", "C", "C", "C", "C", "C", "N", "P", "O", "I", "C", "C", "C", "C", "H", "H", "H", "H", "H", "H", "H", "H", "H", "H", "H", "H", "C", "C", "C", "C", "C", "C", "N", "O", "O", "H", "H", "H", "H", "H"],
  "xyz": [[-7.652, -2.617, 0.898], [-6.160, -2.348, 0.629], [-5.108, -2.958, 1.578], [-3.466, -2.729, 1.364], [-2.916, -1.809, 0.090], [-1.296, -1.628, -0.132], [-0.187, -1.840, 1.102], [1.435, -1.678, 0.741], [1.935, -1.340, -0.679], [3.744, -1.271, -0.835], [4.366, -2.887, -0.441], [4.417, -0.960, -3.202], [0.979, -1.094, -1.845], [-0.648, -1.232, -1.598], [-4.093, -1.158, -0.873], [-5.667, -1.475, -0.541], [-8.030, -3.613, 0.375], [-7.873, -2.749, 2.055], [-8.347, -1.756, 0.457], [-5.392, -3.637, 2.504], [-2.658, -3.195, 2.075], [-0.601, -2.103, 2.166], [2.197, -1.856, 1.643], [3.574, -3.393, -0.063], [1.363, -0.809, -2.926], [-1.367, -1.060, -2.511], [-3.823, -0.476, -1.789], [-6.501, -1.023, -1.242], [5.443, 5.283, -0.035], [5.010, 4.832, 1.213], [4.043, 3.828, 1.297], [3.517, 3.278, 0.120], [3.943, 3.735, -1.134], [4.909, 4.741, -1.206], [2.519, 2.205, 0.203], [2.153, 1.842, 1.330], [2.102, 1.722, -0.860], [6.201, 6.062, -0.096], [5.430, 5.260, 2.120], [3.717, 3.487, 2.277], [3.540, 3.320, -2.055], [5.249, 5.100, -2.175]]
}